[1]
Molecular formula: C38H58MnN11OPSe2
Method: DFT, ωB97M-V/def2-TZVPD

Cartesian coordinates (Å):
Mn: -0.9669 0.2226 1.4504
Se: -4.1859 -1.2484 3.0903
Se: -2.1856 -1.0417 5.1859
C: -0.6082 -1.7760 4.4432
C: 0.1305 -2.6522 5.2544
C: 1.3314 -3.1608 4.8141
C: 1.7779 -2.8074 3.5483
C: 0.9853 -1.9685 2.7954
N: -0.1779 -1.4500 3.2082
C: -3.8726 0.6181 3.0219
C: -4.8910 1.4338 3.5377
C: -4.6864 2.7822 3.7071
C: -3.4488 3.3105 3.3626
C: -2.5134 2.4690 2.8098
N: -2.7118 1.1508 2.5916
H: -0.2617 -2.8992 6.2304
H: 1.9101 -3.8265 5.4425
H: 2.7123 -3.1774 3.1483
H: 1.2853 -1.6593 1.8066
H: -5.8138 0.9609 3.8391
H: -5.4611 3.4073 4.1335
H: -3.2037 4.3508 3.5244
H: -1.5494 2.8519 2.5330
C: -0.6852 6.6017 -0.8931
C: -0.8654 5.3365 -1.7237
N: -1.5887 4.2659 -1.0416
C: -2.9948 4.1255 -1.3894
C: -3.2246 3.2848 -2.6414
C: -0.9670 3.3304 -0.2609
C: 0.4297 3.6284 0.2008
N: -1.5426 2.2638 0.1811
H: -0.2927 7.4025 -1.5221
H: 0.0111 6.4477 -0.0706
H: -1.6390 6.9305 -0.4775
H: 0.0984 4.9697 -2.0755
H: -1.4408 5.5792 -2.6183
H: -3.3980 5.1297 -1.5334
H: -3.5321 3.7047 -0.5384
H: -2.7445 3.7394 -3.5093
H: -4.2913 3.1962 -2.8522
H: -2.8113 2.2817 -2.5206
H: 1.0835 3.9278 -0.6144
H: 0.8346 2.7477 0.6876
H: 0.4022 4.4398 0.9296
H: -2.5129 2.2050 -0.1139
N: -3.3214 -4.6483 2.3031
C: -3.4411 -4.6048 0.9532
O: -3.7008 -5.5715 0.2629
C: -3.2205 -3.2502 0.3498
C: -3.8821 -2.8883 -0.8090
C: -3.6994 -1.6079 -1.3121
C: -2.8529 -0.7463 -0.6427
N: -2.2104 -1.0988 0.4734
C: -2.3925 -2.3234 0.9592
H: -3.5440 -5.5153 2.7626
H: -3.3200 -3.8017 2.8533
H: -4.5284 -3.6059 -1.2977
H: -4.1990 -1.2785 -2.2118
H: -2.6435 0.2467 -1.0190
H: -1.8419 -2.5674 1.8563
N: 0.3214 -0.2042 0.1679
P: 1.3895 -0.7963 -0.7575
N: 1.2610 -0.1370 -2.2994
C: 1.9592 -0.6354 -3.4789
C: 3.0589 0.3136 -3.9460
C: 2.4887 1.7086 -4.1776
C: 1.7640 2.1911 -2.9237
C: 0.6935 1.1831 -2.5037
N: 2.9282 -0.5929 -0.1357
C: 3.1077 0.3276 1.0078
C: 4.5547 0.3434 1.4725
C: 5.4760 0.6893 0.3083
C: 5.3040 -0.3078 -0.8559
C: 4.1291 -1.2610 -0.6319
N: 1.3804 -2.4129 -1.2427
C: 0.2298 -2.8171 -2.0801
C: 0.3350 -4.2922 -2.4371
C: 0.1972 -5.1742 -1.1923
C: 0.7619 -4.4488 0.0370
C: 1.8783 -3.4981 -0.3784
H: 1.2248 -0.7364 -4.2929
H: 2.3600 -1.6240 -3.2699
H: 3.5213 -0.0764 -4.8561
H: 3.8303 0.3625 -3.1748
H: 1.7736 1.6699 -5.0076
H: 3.2771 2.4077 -4.4641
H: 1.3107 3.1684 -3.1115
H: 2.4816 2.3037 -2.1030
H: -0.0662 1.1253 -3.2994
H: 0.1914 1.4683 -1.5844
H: 2.4500 0.0609 1.8291
H: 2.8297 1.3463 0.7139
H: 4.8302 -0.6200 1.9122
H: 4.6402 1.0885 2.2647
H: 6.5168 0.7226 0.6334
H: 5.2210 1.6973 -0.0302
H: 6.2018 -0.9192 -0.9756
H: 5.1742 0.2386 -1.7899
H: 4.4493 -2.0362 0.0750
H: 3.8846 -1.7767 -1.5602
H: 0.2255 -2.2202 -2.9900
H: -0.7212 -2.6212 -1.5664
H: 1.3045 -4.4583 -2.9153
H: -0.4296 -4.5452 -3.1730
H: 0.7203 -6.1200 -1.3497
H: -0.8518 -5.4219 -1.0298
H: 1.1256 -5.1589 0.7806
H: -0.0231 -3.8622 0.5155
H: 2.6362 -4.0722 -0.9262
H: 2.3795 -3.0665 0.4833
N: 0.9484 1.9904 3.1932
C: 0.2401 1.3392 2.5534

- ⟨S²⟩ = 8.807
- calculated total energy (Ha) = -8455.65399
- LUMO energy (spin up / spin down) (eV) = -0.10 / -0.52
- HOMO level (spin up / spin down) (eV) = -6.20 / -7.20
- spin multiplicity = 6

Mulliken population analysis, charges in e, atoms 1 to 99: Mn 0.51; Se -0.01; Se 0.02; C -0.40; C -0.67; C -0.86; C -0.71; C 0.36; N 0.29; C -0.24; C -0.93; C -0.39; C -1.21; C -0.01; N 0.71; H 0.48; H 0.41; H 0.54; H -0.16; H 0.42; H 0.42; H 0.51; H 0.42; C -1.31; C -0.29; N 0.48; C -1.14; C -0.78; C -0.19; C -0.30; N 0.87; H 0.44; H 0.29; H 0.30; H -0.22; H 0.61; H 0.52; H 0.51; H 0.35; H 0.39; H 0.08; H 0.50; H -1.13; H 0.55; H -0.22; N -0.22; C -0.04; O -0.67; C 1.03; C -0.68; C -1.04; C -0.33; N 1.92; C -1.64; H 0.26; H 0.05; H 0.51; H 0.55; H -0.18; H 0.72; N 1.52; P -1.96; N 0.46; C -1.01; C 0.08; C -1.19; C 0.01; C -0.16; N 0.95; C 1.22; C -1.60; C -0.79; C -0.62; C -0.60; N 0.78; C 0.41; C -1.39; C -0.70; C -0.02; C -0.77; H 0.60; H 0.32; H 0.43; H -0.45; H 0.34; H 0.52; H -0.22; H 0.23; H 0.30; H -0.29; H -0.46; H -0.31; H 0.39; H 0.54; H 0.43; H 0.36; H 0.52; H -0.11; H 0.47



[2]
Molecular formula: C38H58N3O2PSnTe
Method: DFT, ωB97M-V/def2-TZVPD

Cartesian coordinates (Å):
Sn: 0.1933 -0.1822 -0.2310
C: -1.7050 0.4811 4.2079
C: -1.0000 1.1796 3.0442
C: 0.1043 2.1120 3.5421
C: -1.9954 1.9016 2.1639
C: -2.5668 3.0827 2.6266
C: -3.4960 3.7718 1.8692
C: -3.8481 3.2951 0.6196
C: -3.3007 2.1251 0.1021
C: -3.7005 1.7201 -1.3059
C: -3.5009 2.8535 -2.3149
C: -5.1518 1.2312 -1.3469
C: -2.4009 1.4117 0.9136
N: -1.8340 0.2006 0.3892
C: -2.6503 -0.6907 -0.1422
C: -2.1845 -1.5743 -1.1136
C: -2.8327 -2.5301 -1.9029
C: -1.9510 -2.8666 -2.9136
C: -0.7854 -2.0985 -2.7481
N: -0.9075 -1.3382 -1.6395
C: 0.3373 -1.9876 -3.7495
C: 1.4535 -1.0720 -3.2593
C: -0.2696 -1.3633 -5.0228
C: 0.8994 -3.3715 -4.0928
H: -1.0020 -0.1096 4.7981
H: -2.5055 -0.1732 3.8593
H: -2.1538 1.2176 4.8770
H: -0.5327 0.3964 2.4323
H: -0.3059 2.9723 4.0684
H: 0.7174 2.4951 2.7204
H: 0.7643 1.6009 4.2454
H: -2.2946 3.4608 3.6033
H: -3.9399 4.6822 2.2484
H: -4.5634 3.8484 0.0265
H: -3.0610 0.8984 -1.6452
H: -4.1725 3.6908 -2.1275
H: -3.7092 2.4904 -3.3215
H: -2.4806 3.2450 -2.3025
H: -5.8346 2.0395 -1.0793
H: -5.3391 0.4143 -0.6480
H: -5.4155 0.8926 -2.3489
H: -3.7020 -0.6786 0.1312
H: -3.8371 -2.8957 -1.7573
H: -2.1393 -3.5455 -3.7290
H: 1.0919 -0.0511 -3.1002
H: 2.2383 -1.0174 -4.0165
H: 1.9290 -1.4381 -2.3449
H: -0.7142 -0.3890 -4.8102
H: -1.0427 -2.0027 -5.4466
H: 0.5098 -1.2312 -5.7746
H: 1.3885 -3.8401 -3.2387
H: 1.6360 -3.2754 -4.8912
H: 0.1173 -4.0429 -4.4454
C: 2.5993 -1.9968 3.8537
C: 1.7447 -1.1196 2.9312
C: 2.6401 -0.0849 2.2540
P: 0.7323 -2.0357 1.6854
C: -0.8185 -2.6490 2.4705
C: -1.5126 -3.7164 1.6241
C: -0.6345 -3.1304 3.9125
C: 1.7748 -3.3841 0.9813
C: 1.3399 -3.8101 -0.4170
C: 1.9077 -4.6257 1.8748
H: 3.0595 -1.3531 4.6042
H: 3.4084 -2.4759 3.3021
H: 2.0317 -2.7608 4.3784
H: 1.0018 -0.6012 3.5449
H: 3.3137 -0.5513 1.5315
H: 3.2598 0.3975 3.0106
H: 2.0770 0.7005 1.7446
H: -1.4547 -1.7559 2.4919
H: -1.0115 -4.6795 1.7166
H: -1.5768 -3.4606 0.5669
H: -2.5285 -3.8460 1.9991
H: -0.0057 -4.0203 3.9630
H: -1.6141 -3.3979 4.3111
H: -0.2140 -2.3668 4.5642
H: 2.7597 -2.9042 0.9049
H: 0.3997 -4.3620 -0.3959
H: 2.1013 -4.4686 -0.8362
H: 1.2155 -2.9698 -1.0947
H: 0.9686 -5.1746 1.9322
H: 2.2445 -4.4108 2.8831
H: 2.6412 -5.2905 1.4166
O: 4.1784 -1.0557 -0.9323
N: 3.9086 0.0622 -1.2082
O: 2.8825 0.6707 -1.1325
C: 2.1066 3.3707 0.2081
Te: 0.1971 2.8986 -0.6412
C: 1.2431 3.0114 -2.5084
C: 2.4276 3.8949 -2.2149
C: 3.1140 4.5232 -3.2501
C: 4.2143 5.3157 -2.9708
C: 4.6315 5.4883 -1.6577
C: 3.9488 4.8689 -0.6256
C: 2.8450 4.0678 -0.9027
H: 2.5931 2.4482 0.5186
H: 1.9376 4.0040 1.0773
H: 0.5641 3.4338 -3.2465
H: 1.5361 2.0087 -2.8138
H: 2.7790 4.4014 -4.2726
H: 4.7396 5.8112 -3.7757
H: 5.4829 6.1176 -1.4379
H: 4.2662 5.0179 0.3990

- calculated total energy (Ha) = -2620.59968
- LUMO energy (spin up / spin down) (eV) = -7.56 / -7.28
- charge = +2
- energy relative to the best compared isomer or geometry (same formula, charge and spin) (eV) = 0.705
- HOMO level (spin up / spin down) (eV) = -13.29 / -12.92
- spin multiplicity = 1

Mulliken population analysis, charges in e, atoms 1 to 99: Sn 0.47; C -1.79; C 2.40; C -1.56; C 0.56; C -0.58; C -1.84; C -0.85; C 1.45; C 1.04; C -1.44; C -1.68; C -0.21; N 0.38; C -0.60; C 0.47; C -1.77; C -1.05; C -0.50; N 1.53; C 2.48; C -0.96; C -1.84; C -1.64; H 0.32; H 0.37; H 0.46; H -1.57; H 0.49; H 0.08; H 0.41; H 0.44; H 0.42; H 0.36; H -0.34; H 0.39; H 0.45; H 0.20; H 0.40; H 0.32; H 0.44; H 0.55; H 0.64; H 0.66; H -0.25; H 0.64; H -0.16; H 0.32; H 0.41; H 0.49; H 0.18; H 0.48; H 0.41; C -1.92; C 1.78; C -1.35; P 0.40; C 1.99; C -1.62; C -1.77; C 0.78; C -1.43; C -1.66; H 0.50; H 0.41; H 0.39; H -0.45; H 0.17; H 0.62; H -0.07; H -0.50; H 0.34; H 0.13; H 0.48; H 0.30; H 0.50; H 0.35; H 0.50; H 0.21; H 0.73; H 0.00; H 0.26; H 0.36; H 0.49; O -0.31; N 0.20; O 0.18; C -0.81; Te 0.17; C -0.73; C 0.31; C -0.77; C -0.61; C -0.65; C -0.63; C 0.58; H 0.16; H 0.85; H 0.81



[3]
Molecular formula: C38H58NO21P
Method: DFT, ωB97M-V/def2-TZVPD

Cartesian coordinates (Å):
C: 4.1140 -1.2289 2.5627
C: 4.4867 -0.0447 1.6664
C: 3.5119 0.0785 0.5102
O: 2.2746 0.5591 1.0281
C: 1.1165 0.0487 0.4024
P: 0.0401 -0.7338 1.7112
C: -0.7524 -2.1760 0.8673
C: -2.0706 -1.9856 0.0805
C: -3.2506 -2.7133 0.6714
N: -3.3280 -2.8515 2.0934
O: -4.0614 -3.2095 -0.0681
C: -1.2325 0.5847 2.0372
O: -2.4049 -0.0165 2.5672
C: -3.4767 0.8491 2.5802
C: -4.2060 1.1596 1.4377
C: -5.2935 2.0295 1.5161
C: -5.6827 2.5911 2.7320
C: -4.9406 2.2773 3.8728
C: -3.8505 1.4121 3.8018
H: 4.7378 -2.0887 2.3438
H: 3.0700 -1.4811 2.4151
H: 4.2652 -0.9899 3.6097
H: 4.3867 0.8620 2.2561
H: 5.4936 -0.1235 1.2671
H: 3.8774 0.8147 -0.2061
H: 3.4093 -0.8998 0.0411
H: 0.5682 0.8879 -0.0338
H: 1.3324 -0.6718 -0.3807
H: -0.8977 -2.9805 1.5764
H: 0.0026 -2.5075 0.1610
H: -1.9542 -2.4627 -0.8862
H: -2.3094 -0.9477 -0.1306
H: -3.6463 -3.7910 2.3056
H: -4.0820 -2.2454 2.4041
H: -1.4359 1.1701 1.1356
H: -0.7944 1.2659 2.7638
H: -3.9381 0.7373 0.4802
H: -5.8619 2.2572 0.6280
H: -6.5302 3.2485 2.7916
H: -5.2429 2.7041 4.8170
H: -3.2981 1.1861 4.6987
C: 8.5112 3.9111 1.7017
C: 7.5848 2.7718 2.0828
C: 6.8708 2.9434 3.4026
O: 6.6933 1.5848 3.8409
C: 7.6887 0.8491 3.2862
O: 7.9614 -0.2639 3.6060
O: 8.3228 1.5516 2.3219
H: 9.5486 3.6625 1.9201
H: 8.4387 4.1097 0.6332
H: 8.2494 4.8331 2.2213
H: 6.8743 2.5765 1.2768
H: 5.9059 3.4337 3.3002
H: 7.4626 3.4731 4.1474
C: -4.8460 -2.9136 -3.0446
C: -5.4050 -1.6818 -3.7353
C: -6.9154 -1.6173 -3.7664
O: -7.1623 -0.8728 -4.9754
C: -6.1194 -1.0772 -5.8041
O: -6.1063 -0.7831 -6.9591
O: -5.0930 -1.6716 -5.1497
H: -4.5651 -3.6757 -3.7714
H: -3.9594 -2.6750 -2.4673
H: -5.5728 -3.3318 -2.3509
H: -4.9733 -0.7755 -3.3037
H: -7.3441 -1.1021 -2.9157
H: -7.3756 -2.5977 -3.8597
C: -3.9756 -3.1000 -7.7495
C: -3.4920 -3.7439 -9.0374
C: -4.5587 -4.4673 -9.8278
O: -3.8139 -5.4983 -10.4887
C: -2.7225 -5.7675 -9.7287
O: -2.0117 -6.7075 -9.8779
O: -2.5620 -4.8179 -8.7777
H: -3.7290 -3.7222 -6.8908
H: -3.5006 -2.1335 -7.5963
H: -5.0488 -2.9235 -7.7665
H: -2.9780 -3.0113 -9.6634
H: -5.0515 -3.8311 -10.5590
H: -5.3121 -4.9344 -9.1890
C: -9.6985 -0.9501 2.2294
C: -10.0649 -1.4797 0.8544
C: -10.6287 -2.8827 0.8460
O: -10.2192 -3.3718 -0.4349
C: -9.0980 -2.7032 -0.7916
O: -8.3988 -3.0155 -1.7018
O: -8.8961 -1.6408 0.0200
H: -8.6278 -1.0347 2.4039
H: -9.9614 0.1029 2.3210
H: -10.2306 -1.4854 3.0163
H: -10.7374 -0.7890 0.3422
H: -11.7125 -2.9068 0.9299
H: -10.1918 -3.5184 1.6201
C: 4.0013 1.4708 8.1046
C: 5.3437 1.8417 7.4964
C: 6.3939 2.2920 8.4889
O: 7.1849 3.1996 7.7118
C: 6.3898 3.7048 6.7405
O: 6.6745 4.6235 6.0400
O: 5.2346 3.0100 6.6582
H: 3.2899 2.2875 7.9963
H: 3.5781 0.6009 7.6044
H: 4.0981 1.2208 9.1616
H: 5.7219 1.0281 6.8745
H: 7.0105 1.4755 8.8565
H: 5.9695 2.8356 9.3368
C: 10.5889 2.8972 -3.6280
C: 9.1642 3.4222 -3.6945
C: 9.0352 4.9296 -3.6679
O: 7.7635 5.1214 -3.0369
C: 7.5319 4.0455 -2.2465
O: 6.6746 3.9800 -1.4263
O: 8.4159 3.0573 -2.5178
H: 10.8345 2.5765 -2.6174
H: 10.7151 2.0362 -4.2828
H: 11.3074 3.6530 -3.9463
H: 8.6412 3.0050 -4.5574
H: 9.0346 5.3751 -4.6597
H: 9.8044 5.4082 -3.0569

- calculated total energy (Ha) = -3458.95675
- LUMO energy (eV) = 0.26
- structure (SMILES) = CCCOCP(CCC(N)=O)COc1ccccc1.C[C@@H]1COC(=O)O1.C[C@@H]1COC(=O)O1.C[C@@H]1COC(=O)O1.C[C@@H]1COC(=O)O1.C[C@@H]1COC(=O)O1.C[C@@H]1COC(=O)O1
- HOMO level (eV) = -8.27
- spin multiplicity = 1

Mulliken population analysis, charges in e, atoms 1 to 99: C -0.88; C 0.12; C -0.76; O -0.19; C -0.77; P -0.31; C -0.97; C -0.23; C 0.25; N -0.45; O -0.57; C -0.80; O -0.14; C -0.04; C 0.09; C -0.77; C -0.58; C -0.45; C -0.25; H 0.29; H 0.18; H 0.21; H -0.04; H 0.38; H 0.33; H 0.40; H 0.35; H 0.46; H 0.51; H 0.49; H 0.48; H 0.08; H 0.31; H 0.24; H 0.50; H 0.42; H 0.40; H 0.42; H 0.43; H 0.39; H 0.46; C -1.25; C 0.95; C -0.82; O -0.23; C 0.53; O -0.58; O -0.40; H 0.39; H -0.02; H 0.34; H 0.27; H 0.37; H 0.44; C -0.95; C 0.63; C -0.33; O -0.37; C 0.58; O -0.55; O -0.30; H 0.33; H -0.03; H 0.31; H 0.21; H 0.18; H 0.36; C -1.22; C 0.57; C -0.57; O -0.34; C 0.60; O -0.53; O -0.38; H 0.29; H 0.35; H 0.27; H 0.24; H 0.35; H 0.34; C -1.29; C 0.48; C -0.60; O -0.33; C 0.52; O -0.47; O -0.28; H 0.33; H 0.32; H 0.36; H 0.28; H 0.32; H 0.34; C -1.38; C 0.76; C -0.62; O -0.33; C 0.63; O -0.57